No. 1
Molecular formula: C2H4N2O4
Method: DFT, ωB97M-V/def2-TZVPD

Positions of all 12 atoms, in Å:
C (-0.4735, -0.0145, 0.9327)
C (-0.1893, 0.6319, -0.9099)
N (0.7216, 0.0232, 1.7707)
N (0.0801, -0.5333, -1.7513)
O (0.7616, -0.6665, 2.7653)
O (1.6226, 0.6592, 1.2862)
O (-0.9725, -1.0121, -2.0704)
O (1.1943, -0.9852, -1.8677)
H (-0.9702, -0.9885, 0.7651)
H (-1.1354, 0.7316, 1.2030)
H (-1.1916, 0.7385, -1.3484)
H (0.5522, 1.4157, -0.7754)

The value obtained for the total energy is -13301.063 eV. Its HOMO energy is -11.37 eV. Its lowest unoccupied orbital energy is -0.69 eV. The calculation puts the HOMO-LUMO gap at 10.681 eV.

No. 2
Molecular formula: C2H4N2O4S
Method: DFT, ωB97M-V/def2-TZVPD

Positions of all 13 atoms, in Å:
C (0.3972, 1.7807, -0.2709)
C (0.3573, 0.6893, 0.4378)
N (1.2552, 0.0792, 1.3774)
O (2.0547, 0.7774, 1.9670)
O (1.1061, -1.1192, 1.5035)
S (-1.1234, -0.4081, -0.2304)
N (-0.2113, -1.6169, -0.8234)
O (-1.9014, -0.9799, 0.8566)
O (-1.6735, 0.3649, -1.3313)
H (-0.3236, 2.0139, -1.0078)
H (1.1696, 2.5984, -0.2904)
H (-0.7784, -2.3436, -0.3936)
H (-0.3285, -1.8360, -1.7944)

The value obtained for the total energy is -24138.957 eV. Its HOMO energy is -11.29 eV. Its lowest unoccupied orbital energy is -0.95 eV. As for the SMILES: C=C([N+](=O)[O-])S(N)(=O)=O. The calculation puts the HOMO-LUMO gap at 10.339 eV.